## A
{"formula": "C6H14N2O", "method": "ωB97M-V/def2-TZVPD", "mol_weight_g_mol": 130.19, "e_homo_ev": -8.05, "total_charge": 0, "species": ["H", "H", "C", "N", "C", "H", "H", "H", "H", "C", "H", "O", "H", "C", "H", "C", "H", "N", "H", "H", "H", "H", "C"], "coordinates": [[-1.137, 0.551, -1.675], [-2.949, 0.659, -0.295], [1.736, -0.809, -0.832], [-1.106, 1.656, 0.102], [-0.544, 1.082, -0.918], [1.873, 1.018, 1.115], [-0.202, 1.446, 1.842], [-3.038, 2.214, 0.574], [2.729, -0.779, -0.378], [-0.222, -1.563, 0.343], [0.288, -2.431, 0.764], [0.224, 0.694, 2.296], [1.717, -0.573, 2.005], [1.201, 0.227, 1.459], [0.731, -1.183, -2.672], [-2.453, 1.300, 0.447], [2.580, -1.186, -2.709], [0.710, -0.481, 0.047], [0.358, 1.535, -1.299], [-2.469, 0.778, 1.410], [-0.746, -1.878, -0.555], [-0.952, -1.193, 1.059], [1.669, -1.083, -2.130]], "lowdin_charge": [0.0935, 0.0737, -0.2523, -0.1262, -0.0932, 0.1210, 0.0660, 0.0729, 0.1109, -0.0775, 0.0877, -0.0446, 0.1234, -0.1862, 0.0540, -0.1665, 0.0492, -0.2236, 0.0789, 0.0673, 0.0834, 0.0756, 0.0126]}


## B
{"formula": "C6H14N2O", "method": "ωB97M-V/def2-TZVPD", "mol_weight_g_mol": 130.19, "e_homo_ev": -8.93, "total_charge": 0, "species": ["C", "H", "C", "H", "C", "H", "H", "H", "H", "H", "H", "C", "H", "O", "H", "H", "N", "H", "C", "H", "N", "C", "H"], "coordinates": [[0.241, -0.310, 2.708], [1.752, -0.822, -2.813], [-1.561, 0.276, 1.045], [-0.114, 2.288, 1.909], [-0.053, 0.329, 1.335], [-0.095, -1.345, 2.733], [-1.090, 0.340, -2.468], [-0.049, 1.074, -1.307], [-0.270, 0.252, 3.490], [0.342, 1.248, -2.907], [1.312, -0.302, 2.912], [-0.038, 0.492, -2.221], [0.281, -0.912, -3.919], [0.214, -2.066, -2.285], [1.388, 1.794, 1.445], [0.572, -2.021, -1.266], [0.397, 1.716, 1.247], [-1.793, 0.871, 0.163], [0.664, -0.949, -2.895], [-2.111, 0.705, 1.884], [1.240, -1.448, 0.051], [0.654, -0.468, 0.301], [-1.885, -0.744, 0.859]], "lowdin_charge": [-0.0353, 0.0936, -0.0279, 0.0860, -0.6157, 0.0894, 0.0516, 0.0116, 0.0855, 0.0443, 0.0867, -0.0721, 0.1017, -0.1537, 0.0875, 0.0558, 0.0692, 0.0772, -0.3060, 0.0880, 0.2103, -0.1239, 0.0961]}


Taking the most stable structure as the zero point, the relative energies in hartree are A 0.0282; B 0.0000.


## A
{"formula": "C4H3IO2S", "method": "ωB97M-V/def2-TZVPD", "mol_weight_g_mol": 242.04, "e_homo_ev": [-9.23, -8.85], "total_charge": 0, "species": ["C", "H", "H", "O", "C", "C", "O", "S", "I", "H", "C"], "coordinates": [[-0.061, -0.360, 0.383], [0.689, -1.247, 0.696], [-1.719, 0.615, 1.403], [-0.390, 1.654, -3.241], [0.366, 0.335, -0.865], [-0.906, -0.078, 1.356], [0.279, 1.771, -0.751], [-0.781, 1.321, -1.891], [-3.613, 0.706, -2.566], [1.348, 0.041, -1.181], [-2.329, 1.758, -1.196]], "lowdin_charge": [-0.2022, 0.1446, 0.0309, -0.3510, -0.3251, 0.1698, -0.2320, 0.6280, 0.7001, 0.1217, -0.6847]}


## B
{"formula": "C4H3IO2S", "method": "ωB97M-V/def2-TZVPD", "mol_weight_g_mol": 242.04, "e_homo_ev": [-9.31, -9.31], "total_charge": 0, "species": ["O", "C", "O", "H", "C", "C", "H", "S", "C", "H", "I"], "coordinates": [[1.709, 0.340, -1.568], [-0.765, 0.822, 1.452], [-0.785, 0.865, -1.864], [-1.234, 1.066, 2.316], [-0.136, -0.951, 0.074], [-0.546, -0.588, 1.281], [-0.755, -1.254, 2.026], [0.258, 0.638, -0.917], [-0.379, 1.871, 0.780], [0.130, -1.779, -0.465], [2.505, -1.030, -3.115]], "lowdin_charge": [-0.8775, -0.3088, -0.3700, 0.0661, -0.1080, -0.1402, 0.0837, 0.7963, 0.0513, 0.0436, 0.7636]}


Taking the most stable structure as the zero point, the relative energies in hartree are A 0.0801; B 0.0000.


## A
{"formula": "C2H5IO2", "method": "ωB97M-V/def2-TZVPD", "mol_weight_g_mol": 187.96, "e_homo_ev": -8.92, "total_charge": 0, "species": ["I", "O", "H", "H", "O", "H", "H", "C", "H", "C"], "coordinates": [[-2.534, 0.034, 0.199], [0.414, 0.493, -0.132], [0.994, -0.844, 1.095], [-0.333, 0.829, -2.434], [-0.612, 0.005, -2.100], [1.862, 0.710, 1.511], [-0.242, -1.423, -0.551], [-0.405, -0.300, -0.801], [0.010, 0.320, 2.026], [0.847, 0.177, 1.187]], "lowdin_charge": [0.5138, -0.2074, 0.0407, 0.0983, -0.0122, 0.1398, 0.1382, -0.7223, 0.1057, -0.0946]}


## B
{"formula": "C2H5IO2", "method": "ωB97M-V/def2-TZVPD", "mol_weight_g_mol": 187.96, "e_homo_ev": [-9.47, -9.45], "total_charge": 0, "species": ["C", "C", "O", "H", "O", "H", "I", "H", "H", "H"], "coordinates": [[-1.418, 0.200, -0.195], [-0.080, -0.348, 0.300], [0.813, 0.620, 0.651], [0.357, -1.020, -0.454], [2.134, 0.749, -0.550], [-1.911, 0.737, 0.611], [3.655, -0.223, -0.019], [-1.268, 0.882, -1.027], [-0.226, -0.975, 1.199], [-2.056, -0.622, -0.515]], "lowdin_charge": [-0.0718, -0.3621, -0.1354, 0.1212, -0.8438, 0.0716, 0.9426, 0.0767, 0.1276, 0.0733]}


Taking the most stable structure as the zero point, the relative energies in hartree are A 0.0000; B 0.1253.


## A
{"formula": "C4H11S2", "method": "ωB97M-V/def2-TZVPD", "mol_weight_g_mol": 123.27, "e_homo_ev": -2.39, "total_charge": -1, "species": ["S", "H", "H", "H", "H", "C", "H", "H", "H", "C", "H", "H", "C", "H", "S", "H", "C"], "coordinates": [[2.276, -0.038, 1.788], [-1.534, 0.775, -0.225], [0.974, 0.690, -0.226], [1.247, -1.033, 0.018], [-1.681, 1.048, -2.829], [-1.683, 0.019, -1.007], [0.001, 0.931, -2.189], [-2.752, -0.044, -1.246], [0.966, -0.463, 3.770], [-0.961, 0.425, -2.284], [0.096, -0.872, 2.293], [2.563, -0.135, -0.586], [0.720, -0.101, 2.772], [-0.757, -0.475, -2.874], [-1.319, -1.499, 0.000], [0.144, 0.820, 2.732], [1.698, -0.047, 0.093]], "lowdin_charge": [0.6585, 0.0086, 0.0096, -0.0512, 0.0502, -0.7947, 0.0379, 0.0140, 0.0123, -0.2127, -0.0365, 0.0314, -0.4321, 0.0514, 0.1326, 0.0238, -0.5031]}


## B
{"formula": "C4H11S2", "method": "ωB97M-V/def2-TZVPD", "mol_weight_g_mol": 123.27, "e_homo_ev": -2.33, "total_charge": -1, "species": ["H", "H", "S", "C", "S", "H", "H", "H", "C", "C", "H", "H", "H", "H", "H", "C", "H"], "coordinates": [[-0.975, -1.659, 0.392], [-1.076, -1.607, 2.142], [-0.445, -3.797, 1.463], [0.206, 3.844, -1.067], [1.207, 1.229, -0.892], [-2.365, -2.456, 1.207], [-0.309, 4.188, -0.165], [-0.186, 4.520, -1.847], [-0.119, 2.364, -1.306], [-1.311, -2.212, 1.264], [1.842, -4.159, 0.804], [-1.052, 2.188, -0.746], [1.063, -2.863, -0.178], [-0.489, 2.246, -2.337], [1.554, -2.531, 1.454], [1.179, -3.304, 0.809], [1.277, 4.010, -0.999]], "lowdin_charge": [0.0282, 0.0285, 0.6663, -0.2532, 0.0546, 0.0138, 0.0424, 0.0435, -0.9085, -0.4250, 0.0183, 0.0187, 0.0344, 0.0183, 0.0238, -0.4273, 0.0233]}


Taking the most stable structure as the zero point, the relative energies in hartree are A 0.0076; B 0.0000.